Here is a cluster of 3 separate species, C20H48BrN8O4P2 in total at a distorted geometry from the Open Molecules 2025 dataset. Energies are from ωB97M-V/def2-TZVPD.

As for the lowest unoccupied orbital energy: -3.7617 eV. The calculation puts the strongest force on any atom at 7.62 eV/A. As for the net charge: +1. As for the electronic energy: -4786.021253 a.u. The value obtained for the HOMO energy is -9.8 eV.

Last column: Mulliken charge in e.
Atoms and positions in Å:
C 2.514 1.503 3.749  -0.791
C 1.718 0.540 3.192  -0.178
C 1.481 -0.867 3.739  0.466
N 0.343 -1.500 3.266  0.414
C 0.379 -2.773 3.887  0.501
O -0.666 -3.607 3.571  -0.427
C -1.800 -3.195 4.412  -0.663
C -2.765 -2.150 3.673  0.206
C -2.645 -0.676 4.264  -1.030
O -2.570 -2.137 2.256  -0.529
C 1.524 -2.922 4.746  -0.653
N 2.174 -1.651 4.614  -0.026
Br 3.721 -1.148 5.497  0.157
H 2.698 1.464 4.859  0.347
H 2.974 2.282 3.088  0.248
H 1.197 0.790 2.224  0.129
H -0.344 -1.103 2.622  0.170
H -1.360 -2.634 5.292  0.351
H -2.339 -4.084 4.827  0.333
H -3.817 -2.500 3.864  0.496
H -2.048 -0.623 5.214  0.276
H -3.682 -0.301 4.510  0.321
H -2.176 0.058 3.541  0.247
H -2.613 -1.221 1.908  0.194
H 1.784 -3.820 5.343  0.404
O -3.163 0.967 0.046  -0.895
P -4.123 0.404 -1.014  0.817
N -2.903 0.107 -2.177  0.398
C -2.313 1.030 -3.119  -1.014
C -2.019 -1.013 -1.888  -1.126
N -4.990 1.880 -1.198  0.284
C -4.968 2.759 -2.347  -1.154
C -5.109 2.705 0.007  -1.025
N -5.251 -0.319 -2.141  -0.044
C -5.085 -0.636 -3.547  -0.796
C -6.655 -0.333 -1.729  -1.042
H -2.014 0.485 -4.024  0.403
H -1.429 1.534 -2.712  0.211
H -2.999 1.781 -3.488  0.346
H -2.540 -1.960 -2.074  0.308
H -1.684 -1.008 -0.845  0.141
H -1.123 -1.012 -2.514  0.455
H -4.042 3.342 -2.400  0.333
H -5.801 3.468 -2.305  0.415
H -5.116 2.222 -3.285  0.218
H -4.203 3.299 0.176  0.292
H -5.285 2.089 0.889  0.283
H -5.957 3.391 -0.067  0.353
H -5.012 0.259 -4.169  0.217
H -5.931 -1.219 -3.923  0.360
H -4.214 -1.266 -3.728  0.234
H -7.196 0.525 -2.142  0.320
H -6.741 -0.301 -0.642  0.312
H -7.157 -1.248 -2.052  0.407
O 3.266 1.485 0.284  -0.861
P 3.964 0.333 -0.455  0.795
N 5.526 1.022 -0.373  0.283
C 6.122 2.013 -1.240  -1.119
C 6.150 1.008 0.944  -1.058
N 3.107 0.592 -1.928  0.363
C 3.652 1.105 -3.166  -1.145
C 1.735 1.089 -1.790  -1.099
N 4.709 -1.059 -1.214  0.019
C 6.038 -1.210 -1.776  -0.817
C 3.802 -2.126 -1.636  -1.008
H 7.206 1.849 -1.290  0.407
H 5.943 3.035 -0.890  0.303
H 5.805 1.942 -2.273  0.350
H 6.495 -0.006 1.183  0.324
H 5.453 1.324 1.727  0.178
H 7.020 1.664 1.002  0.413
H 3.824 2.187 -3.122  0.356
H 2.963 0.916 -3.997  0.357
H 4.574 0.600 -3.457  0.228
H 1.717 2.174 -1.630  0.321
H 1.226 0.609 -0.954  0.164
H 1.145 0.867 -2.683  0.435
H 6.175 -0.620 -2.685  0.233
H 6.240 -2.253 -2.038  0.358
H 6.820 -0.949 -1.063  0.246
H 3.532 -2.021 -2.692  0.317
H 2.884 -2.111 -1.045  0.269
H 4.249 -3.113 -1.488  0.412